(1)
Entry from OMol25: a molecular structure, C26H11Br4F5InN5O2S (wB97M-V/def2-TZVPD).

Calculated values
orbital gap	5.85	eV
LUMO energy	-1.393	eV
2S+1	1

Cartesian coordinates (Å):
In (1.35, 0.20, 0.41)
N (-2.74, 0.36, -1.48)
C (-1.44, 0.26, -1.22)
N (-0.90, 0.62, -0.09)
C (-1.69, 1.11, 0.93)
N (-1.20, 1.42, 2.10)
N (0.15, 1.16, 2.16)
C (0.71, 1.29, 3.30)
C (2.15, 0.99, 3.40)
C (2.84, 1.16, 4.59)
C (4.20, 0.89, 4.60)
C (4.82, 0.47, 3.44)
C (4.05, 0.32, 2.29)
N (2.74, 0.57, 2.28)
C (-3.12, 1.28, 0.69)
C (-3.99, 1.79, 1.65)
C (-5.34, 1.91, 1.38)
C (-5.84, 1.50, 0.13)
C (-4.99, 0.99, -0.83)
C (-3.64, 0.88, -0.54)
H (-3.08, 0.03, -2.38)
H (-0.80, -0.15, -1.99)
H (0.15, 1.60, 4.17)
H (2.32, 1.51, 5.47)
H (4.77, 1.01, 5.51)
H (5.88, 0.25, 3.41)
H (4.48, 0.00, 1.35)
H (-3.59, 2.09, 2.61)
H (-6.01, 2.30, 2.12)
H (-6.89, 1.59, -0.08)
H (-5.37, 0.67, -1.79)
F (1.54, -0.26, -6.07)
C (1.80, 0.25, -4.87)
C (2.99, -0.04, -4.22)
F (3.89, -0.83, -4.81)
C (3.23, 0.49, -2.97)
F (4.37, 0.16, -2.36)
C (2.32, 1.33, -2.33)
S (2.64, 1.94, -0.71)
C (1.14, 1.60, -3.01)
F (0.18, 2.34, -2.43)
C (0.87, 1.07, -4.25)
F (-0.30, 1.33, -4.86)
Br (-2.04, -5.10, -2.50)
C (-1.07, -4.05, -1.28)
C (-1.06, -4.36, 0.08)
Br (-2.02, -5.84, 0.73)
C (-0.35, -3.55, 0.97)
Br (-0.35, -3.85, 2.83)
C (0.39, -2.45, 0.52)
O (1.04, -1.64, 1.34)
C (0.42, -2.16, -0.87)
O (1.11, -1.11, -1.27)
C (-0.34, -2.95, -1.73)
Br (-0.35, -2.43, -3.56)

=====

(2)
Entry from OMol25: 13 unconnected molecules or ions with the total composition C51H74F4O9 at a distorted geometry (wB97M-V/def2-TZVPD).

Calculated values
orbital gap	9.43	eV
LUMO energy	0.322	eV
2S+1	1

Cartesian coordinates (Å):
C (0.49, -5.71, -4.07)
C (0.67, -4.32, -3.53)
O (1.49, -3.56, -3.95)
C (-0.24, -3.92, -2.46)
H (-0.26, -5.66, -4.88)
H (0.10, -6.37, -3.30)
H (1.39, -6.02, -4.57)
H (-0.26, -4.66, -1.68)
H (-1.20, -3.71, -2.93)
H (0.13, -2.98, -2.03)
C (-3.47, 3.06, -1.04)
C (-3.51, 3.41, -2.53)
O (-2.71, 4.14, -3.10)
C (-4.56, 2.72, -3.35)
H (-3.54, 1.98, -0.95)
H (-4.34, 3.54, -0.58)
H (-2.57, 3.47, -0.59)
H (-4.00, 1.95, -3.85)
H (-4.92, 3.46, -4.06)
H (-5.29, 2.24, -2.71)
C (-4.98, -1.30, -1.18)
C (-3.50, -0.99, -1.33)
O (-3.11, -0.27, -2.23)
C (-2.60, -1.64, -0.39)
H (-5.18, -2.35, -1.44)
H (-5.56, -0.73, -1.90)
H (-5.28, -1.15, -0.13)
H (-1.56, -1.34, -0.55)
H (-2.68, -2.72, -0.55)
H (-2.89, -1.47, 0.65)
C (-0.64, 6.37, -1.78)
C (-0.03, 5.08, -1.54)
O (-0.13, 4.52, -0.48)
C (0.63, 4.38, -2.68)
H (-0.04, 7.11, -2.33)
H (-1.04, 6.81, -0.89)
H (-1.47, 6.20, -2.48)
H (-0.08, 3.71, -3.16)
H (1.44, 3.84, -2.21)
H (1.04, 5.09, -3.39)
C (-1.04, -1.44, -5.18)
C (-0.84, -0.01, -5.72)
O (-0.20, 0.21, -6.69)
C (-1.46, 1.05, -4.86)
H (-0.95, -1.40, -4.09)
H (-0.24, -2.08, -5.53)
H (-2.03, -1.77, -5.49)
H (-2.37, 0.64, -4.42)
H (-1.63, 1.89, -5.52)
H (-0.73, 1.30, -4.07)
C (4.76, -4.59, -2.97)
C (4.24, -4.58, -1.57)
O (3.53, -5.45, -1.10)
C (4.62, -3.42, -0.66)
H (5.85, -4.62, -2.92)
H (4.44, -3.65, -3.39)
H (4.48, -5.48, -3.50)
H (3.79, -2.70, -0.74)
H (5.53, -2.90, -0.94)
H (4.68, -3.67, 0.40)
C (-3.85, -0.64, 3.51)
C (-2.94, -1.77, 3.74)
O (-1.88, -1.55, 4.26)
C (-3.34, -3.12, 3.19)
H (-4.68, -0.85, 2.82)
H (-3.24, 0.20, 3.18)
H (-4.34, -0.29, 4.42)
H (-3.50, -2.96, 2.13)
H (-4.27, -3.48, 3.65)
H (-2.55, -3.86, 3.31)
C (5.39, -1.87, 3.23)
C (4.62, -1.22, 4.36)
O (5.04, -1.22, 5.48)
C (3.22, -0.71, 4.01)
H (5.42, -1.20, 2.38)
H (4.82, -2.78, 3.02)
H (6.38, -2.08, 3.59)
H (3.24, -0.17, 3.06)
H (2.75, -0.06, 4.74)
H (2.55, -1.58, 3.93)
C (1.36, -5.17, 1.10)
C (0.33, -5.28, 2.19)
O (-0.83, -5.52, 1.98)
C (0.82, -5.01, 3.57)
H (1.93, -4.25, 1.22)
H (0.86, -5.15, 0.14)
H (2.03, -6.05, 1.14)
H (0.97, -3.92, 3.65)
H (1.75, -5.56, 3.74)
H (0.02, -5.30, 4.24)
F (4.37, -0.19, -1.44)
C (3.97, 0.22, -2.65)
C (4.05, 1.57, -2.94)
C (3.56, 1.98, -4.16)
C (2.99, 1.09, -5.04)
C (2.92, -0.27, -4.76)
C (3.38, -0.70, -3.51)
H (4.49, 2.22, -2.20)
H (3.55, 3.02, -4.48)
H (2.58, 1.45, -5.97)
H (2.44, -0.98, -5.45)
H (3.23, -1.73, -3.22)
F (-2.96, 6.02, 1.44)
C (-3.11, 5.11, 2.43)
C (-4.31, 5.02, 3.07)
C (-4.49, 4.05, 4.02)
C (-3.43, 3.24, 4.40)
C (-2.22, 3.36, 3.75)
C (-2.04, 4.30, 2.72)
H (-5.07, 5.71, 2.74)
H (-5.45, 3.96, 4.53)
H (-3.52, 2.52, 5.20)
H (-1.36, 2.77, 4.04)
H (-1.10, 4.37, 2.18)
F (1.66, -1.86, 1.42)
C (1.00, -0.88, 0.80)
C (0.11, -0.10, 1.52)
C (-0.48, 0.98, 0.90)
C (-0.24, 1.24, -0.44)
C (0.62, 0.42, -1.15)
C (1.31, -0.65, -0.53)
H (-0.03, -0.33, 2.57)
H (-1.12, 1.64, 1.48)
H (-0.61, 2.11, -0.97)
H (0.79, 0.68, -2.19)
H (2.05, -1.27, -1.03)
F (1.01, 1.27, 6.53)
C (1.14, 2.42, 5.92)
C (1.30, 2.36, 4.53)
C (1.38, 3.58, 3.89)
C (1.28, 4.80, 4.61)
C (1.06, 4.78, 5.95)
C (1.02, 3.58, 6.64)
H (1.29, 1.43, 3.98)
H (1.46, 3.55, 2.80)
H (1.32, 5.74, 4.06)
H (1.01, 5.73, 6.49)
H (0.96, 3.52, 7.71)

=====

(3)
Entry from OMol25: 2 unconnected molecules or ions with the total composition C5H14NS at a distorted geometry (wB97M-V/def2-TZVPD).

Calculated values
orbital gap	8.32	eV
charge	+1
LUMO energy	-4.872	eV
2S+1	1

Cartesian coordinates (Å):
C (-0.96, -2.11, -1.88)
C (-1.34, -1.36, -0.60)
C (0.93, -1.83, 0.43)
N (-0.16, -1.14, 0.29)
H (-0.08, -1.73, -2.42)
H (-0.73, -3.18, -1.62)
H (-1.81, -2.09, -2.55)
H (-1.64, -0.35, -0.83)
H (-2.09, -1.82, 0.00)
H (1.55, -1.69, 1.33)
H (1.33, -2.34, -0.43)
H (-0.29, -0.40, 0.99)
C (1.24, 2.01, 0.02)
C (0.56, 2.67, 1.19)
S (-0.23, 1.41, 2.32)
H (0.54, 1.40, -0.54)
H (2.15, 1.43, 0.27)
H (1.53, 2.78, -0.68)
H (1.24, 3.24, 1.83)
H (-0.27, 3.32, 0.84)
H (-1.46, 1.78, 2.01)

=====

> Which formula does entry 2 have?

C51H74F4O9